C45H46AsMoN7O3 as an isolated structure, computed with ωB97M-V/def2-TZVPD.

The geometry in XYZ format:
```
103
Properties=species:S:1:pos:R:3:mulliken_spin:R:1
Mo -1.005 0.984 -1.294 2.046
C 1.083 -8.608 -1.166 0.000
O 1.211 -7.249 -0.765 0.000
C 1.974 -6.437 -1.524 0.001
C 2.135 -5.135 -1.037 0.000
C 2.858 -4.207 -1.753 -0.001
C 3.450 -4.575 -2.960 0.001
C 3.364 -5.886 -3.401 0.002
C 2.602 -6.816 -2.709 0.000
N 4.256 -3.689 -3.738 0.002
N 3.886 -2.548 -4.030 0.001
C 2.571 -2.078 -3.679 0.020
C 1.425 -2.629 -4.187 -0.018
C 0.156 -2.095 -3.892 0.042
C 0.034 -0.985 -3.090 0.016
O -1.119 -0.442 -2.702 0.068
C 1.218 -0.406 -2.574 -0.016
N 1.054 0.653 -1.725 -0.084
C 2.117 1.242 -1.195 0.023
C 3.418 0.838 -1.505 0.012
C 3.607 -0.240 -2.337 0.013
C 2.495 -0.911 -2.881 0.001
H 0.455 -9.082 -0.419 0.000
H 2.055 -9.103 -1.190 0.000
H 0.605 -8.684 -2.145 0.000
H 1.693 -4.887 -0.081 0.000
H 2.978 -3.208 -1.352 -0.001
H 3.895 -6.173 -4.299 0.000
H 2.531 -7.826 -3.085 0.000
H 1.481 -3.513 -4.808 0.000
H -0.732 -2.566 -4.293 -0.001
H 1.937 2.020 -0.460 -0.037
H 4.252 1.364 -1.064 0.001
H 4.602 -0.590 -2.583 0.000
C -5.767 2.112 4.911 0.000
C -4.549 1.955 4.051 0.000
C -3.313 1.654 4.599 0.000
C -2.168 1.492 3.822 -0.006
C -0.893 1.145 4.544 0.000
C -2.288 1.662 2.436 0.025
As -0.798 1.552 1.224 -0.071
N -1.032 -0.074 0.293 -0.105
C -1.176 -1.402 0.748 0.069
C -1.238 -2.446 -0.175 -0.036
C -1.340 -3.750 0.279 0.015
C -1.400 -4.020 1.639 -0.030
C -1.366 -2.977 2.554 0.015
C -1.252 -1.669 2.114 -0.019
C 0.943 1.827 2.041 0.020
C 1.996 0.910 2.129 -0.013
C 1.969 -0.513 1.641 -0.001
C 3.178 1.335 2.735 0.001
C 3.350 2.616 3.233 -0.001
C 4.632 3.037 3.887 0.000
C 2.293 3.512 3.103 0.000
C 1.093 3.146 2.517 0.008
C -0.013 4.166 2.433 0.003
C -3.532 1.962 1.848 -0.044
C -3.715 2.136 0.364 0.038
C -4.638 2.094 2.668 0.001
H -5.527 1.990 5.965 0.000
H -6.523 1.373 4.645 0.000
H -6.213 3.098 4.773 0.000
H -3.230 1.523 5.672 0.000
H -1.128 0.553 5.428 0.000
H -0.378 2.045 4.889 0.000
H -0.183 0.583 3.945 0.000
H -1.220 -2.233 -1.234 0.016
H -1.378 -4.560 -0.437 0.000
H -1.480 -5.041 1.986 -0.001
H -1.427 -3.181 3.614 0.000
H -1.227 -0.861 2.832 -0.006
H 1.282 -0.686 0.820 0.010
H 1.688 -1.195 2.447 0.000
H 2.966 -0.800 1.306 0.000
H 3.995 0.626 2.814 0.000
H 5.394 2.264 3.810 0.000
H 4.473 3.249 4.945 0.000
H 5.021 3.947 3.430 0.000
H 2.407 4.526 3.471 0.000
H 0.378 5.161 2.642 0.000
H -0.810 3.972 3.153 0.000
H -0.478 4.209 1.442 0.000
H -3.112 2.960 -0.029 0.005
H -4.758 2.350 0.132 0.004
H -3.467 1.229 -0.200 0.001
H -5.599 2.314 2.218 0.000
C -4.021 3.265 -4.329 0.002
N -2.679 3.616 -3.837 -0.001
C -2.024 4.743 -4.238 0.002
C -0.792 5.054 -3.777 -0.001
C -0.171 4.147 -2.867 0.016
N -0.803 3.023 -2.516 -0.006
C -2.057 2.789 -2.964 -0.003
O -2.611 1.745 -2.526 -0.002
N 1.037 4.390 -2.374 0.006
H -4.449 4.142 -4.806 0.000
H -4.639 2.965 -3.488 0.000
H -3.949 2.446 -5.040 -0.001
H -2.556 5.368 -4.940 0.000
H -0.295 5.955 -4.099 0.000
H 1.548 5.218 -2.629 -0.001
H 1.478 3.727 -1.758 -0.002
```

Computed properties:
Gap between HOMO and LUMO (alpha / beta) (eV): 5.64 / 5.84
Relative energy (zero: lowest compared OMol25 entry of this formula, charge and spin) (eV): 0.386
Multiplicity: 3
Lowest unoccupied orbital energy (alpha / beta) (eV): -6.12 / -5.96
Total charge: +2
Molecular weight (g mol⁻¹): 903.8

=====

A 2-piece molecular cluster, CH6N overall in a non-equilibrium geometry, computed with ωB97M-V/def2-TZVPD.

The geometry in XYZ format:
```
8
Properties=species:S:1:pos:R:3:lowdin_charge:R:1
C -0.657 0.137 -0.047 -0.065
N 0.812 0.102 -0.008 0.122
H -1.084 0.344 0.925 0.075
H -1.042 0.787 -0.820 0.076
H -1.271 -1.218 -0.369 0.254
H 1.155 0.990 0.394 0.183
H 1.212 0.003 -0.952 0.179
H 1.153 -0.668 0.584 0.177
```

Computed properties:
Gap between HOMO and LUMO (eV): 13.13
Relative energy (zero: lowest compared OMol25 entry of this formula, charge and spin) (eV): 1.636
Multiplicity: 1
Lowest unoccupied orbital energy (eV): -4.29
Total charge: +1
Molecular weight (g mol⁻¹): 32.1

=====

C16H22N7O3S5Se2Ti as an isolated structure in a non-equilibrium geometry, computed with ωB97M-V/def2-TZVPD.

The geometry in XYZ format:
```
56
Properties=species:S:1:pos:R:3:mulliken_spin:R:1
Ti 6.656 8.848 11.469 0.960
N 6.831 13.200 12.343 0.005
C 6.607 12.336 11.355 0.014
N 6.887 11.082 11.780 -0.022
C 7.251 11.299 13.110 0.007
N 7.214 12.539 13.500 -0.009
C 7.571 10.187 13.921 0.007
C 7.798 10.275 15.288 0.028
N 7.754 9.115 15.889 -0.007
C 7.676 7.944 15.410 0.027
C 7.742 7.687 13.970 -0.002
N 7.501 8.966 13.341 -0.051
H 6.630 14.223 12.341 -0.001
H 6.218 12.588 10.385 0.000
H 7.992 11.153 15.898 0.001
H 7.547 7.126 16.135 0.001
H 8.711 7.355 13.576 0.006
O 9.107 6.741 5.806 0.000
C 7.917 6.457 6.508 -0.001
C 7.715 7.453 7.697 -0.002
C 6.320 7.110 8.274 -0.001
O 6.205 7.241 9.672 -0.005
C 8.839 7.288 8.725 0.009
Se 9.125 8.899 10.070 -0.005
C 7.762 8.914 7.176 0.003
Se 7.626 10.193 8.719 -0.002
H 9.165 6.171 4.998 0.000
H 7.939 5.441 6.968 0.000
H 7.005 6.492 5.869 0.000
H 5.976 6.138 7.919 0.000
H 5.643 7.867 7.830 0.001
H 6.485 6.472 10.214 -0.002
H 9.764 7.195 8.197 -0.001
H 8.724 6.397 9.372 0.004
H 6.890 9.119 6.527 0.000
H 8.703 9.063 6.656 0.000
N 7.462 5.280 13.559 -0.001
C 6.805 6.551 13.434 -0.001
N 5.548 6.424 14.065 0.001
O 6.740 7.066 12.085 0.041
H 8.259 5.246 12.916 -0.001
H 6.828 4.549 13.265 0.000
H 5.603 6.078 14.996 0.000
H 5.008 7.277 13.998 -0.001
C 4.221 10.687 6.839 0.000
S 3.194 9.925 8.164 -0.002
C 3.507 10.986 9.476 -0.011
C 3.632 10.628 10.813 0.011
S 4.310 9.170 11.486 -0.001
S 2.967 11.835 11.862 0.002
C 3.296 13.231 10.836 0.000
S 3.367 14.757 11.398 0.001
S 3.496 12.719 9.182 -0.001
H 4.418 9.874 6.110 0.000
H 5.165 11.050 7.245 0.000
H 3.614 11.451 6.371 0.000
```

Computed properties:
Gap between HOMO and LUMO (alpha / beta) (eV): 5.32 / 5.45
Relative energy (zero: lowest compared OMol25 entry of this formula, charge and spin) (eV): 0.000
Multiplicity: 2
Lowest unoccupied orbital energy (alpha / beta) (eV): -1.06 / -1.06
Molecular weight (g mol⁻¹): 726.5

=====

One molecule with the formula C5H7N in a non-equilibrium geometry, computed with ωB97M-V/def2-TZVPD.

The geometry in XYZ format:
```
13
Properties=species:S:1:pos:R:3:lowdin_charge:R:1
N -1.775 0.575 2.479 0.145
C -1.584 0.297 1.375 -0.248
C -1.305 -0.089 -0.005 -0.163
C 0.172 -0.496 -0.077 -0.453
C 1.265 0.621 0.537 0.101
C 0.846 -0.381 -1.345 0.011
H -1.484 0.762 -0.671 0.122
H -2.034 -0.865 -0.295 0.128
H 0.358 -1.459 0.410 0.136
H 2.145 0.296 1.140 0.043
H 1.485 1.688 0.306 0.047
H 0.365 0.186 -2.156 0.072
H 1.546 -1.134 -1.699 0.060
```

Computed properties:
Gap between HOMO and LUMO (eV): 8.90
Relative energy (zero: lowest compared OMol25 entry of this formula, charge and spin) (eV): 3.884
Multiplicity: 1
Lowest unoccupied orbital energy (eV): 0.34
Molecular weight (g mol⁻¹): 81.1

=====

A 3-piece molecular cluster, C3H6Cl6 overall in a non-equilibrium geometry, computed with ωB97M-V/def2-TZVPD.

The geometry in XYZ format:
```
15
Properties=species:S:1:pos:R:3:lowdin_charge:R:1
Cl -1.299 0.397 -0.606 0.454
C 0.402 -0.198 -0.842 -1.015
Cl 0.308 -1.859 -1.343 0.509
H 0.912 0.456 -1.548 0.032
H 1.039 -0.350 0.030 0.019
Cl -7.040 0.030 1.001 0.464
C -7.144 1.806 1.283 -0.899
Cl -8.799 2.386 0.590 0.388
H -7.163 2.113 2.329 0.022
H -6.292 2.294 0.810 0.024
Cl 7.420 -2.424 -1.606 0.490
C 7.058 -1.371 -0.219 -1.071
Cl 5.901 -0.102 -0.457 0.539
H 6.697 -2.188 0.405 0.011
H 8.001 -0.990 0.172 0.030
```

Computed properties:
Gap between HOMO and LUMO (eV): 11.49
Relative energy (zero: lowest compared OMol25 entry of this formula, charge and spin) (eV): 0.860
Multiplicity: 1
Lowest unoccupied orbital energy (eV): 0.50
Molecular weight (g mol⁻¹): 254.8

=====

A 2-piece molecular cluster, C4H13NP overall in a non-equilibrium geometry, computed with ωB97M-V/def2-TZVPD.

The geometry in XYZ format:
```
19
Properties=species:S:1:pos:R:3:mulliken_spin:R:1
C -1.234 -2.020 -1.087 0.011
C 1.909 1.633 0.640 -0.015
C -0.945 -1.059 0.107 0.095
C 0.484 1.031 0.548 0.544
N 0.148 -0.150 -0.342 -0.127
P -0.708 2.504 0.080 1.126
H -1.314 -1.343 -1.863 0.002
H -0.333 -2.746 -1.323 0.001
H -2.122 -2.504 -0.927 -0.001
H 2.171 1.822 1.700 -0.019
H 2.004 2.406 -0.067 0.010
H 2.700 0.878 0.501 -0.008
H -0.688 -1.618 0.989 -0.062
H -1.917 -0.431 0.172 -0.018
H 0.259 0.378 1.913 0.293
H -0.201 0.312 -1.170 0.033
H 0.875 -0.713 -0.675 0.044
H -0.354 3.526 0.974 0.031
H -1.872 2.224 0.833 0.062
```

Computed properties:
Gap between HOMO and LUMO (alpha / beta) (eV): 5.68 / 7.77
Relative energy (zero: lowest compared OMol25 entry of this formula, charge and spin) (eV): 2.019
Multiplicity: 3
Lowest unoccupied orbital energy (alpha / beta) (eV): -3.21 / -7.62
Total charge: +1
Molecular weight (g mol⁻¹): 106.1

=====

- Look up the multiplicity of the second one.
  1

=====

- The lowest relative energy (zero: lowest compared OMol25 entry of this formula, charge and spin) belongs to which entry?
  C16H22N7O3S5Se2Ti

=====

- What is the formula in the fourth record?
  C5H7N

=====

What did the fifth record say?
A 3-piece molecular cluster, C3H6Cl6 overall in a non-equilibrium geometry, computed with ωB97M-V/def2-TZVPD.

The geometry in XYZ format:
```
15
Properties=species:S:1:pos:R:3:lowdin_charge:R:1
Cl -1.299 0.397 -0.606 0.454
C 0.402 -0.198 -0.842 -1.015
Cl 0.308 -1.859 -1.343 0.509
H 0.912 0.456 -1.548 0.032
H 1.039 -0.350 0.030 0.019
Cl -7.040 0.030 1.001 0.464
C -7.144 1.806 1.283 -0.899
Cl -8.799 2.386 0.590 0.388
H -7.163 2.113 2.329 0.022
H -6.292 2.294 0.810 0.024
Cl 7.420 -2.424 -1.606 0.490
C 7.058 -1.371 -0.219 -1.071
Cl 5.901 -0.102 -0.457 0.539
H 6.697 -2.188 0.405 0.011
H 8.001 -0.990 0.172 0.030
```

Computed properties:
Gap between HOMO and LUMO (eV): 11.49
Relative energy (zero: lowest compared OMol25 entry of this formula, charge and spin) (eV): 0.860
Multiplicity: 1
Lowest unoccupied orbital energy (eV): 0.50
Molecular weight (g mol⁻¹): 254.8